*1*
Formula: H32O16
Source: the OMol25 dataset
Level of theory: ωB97M-V with the def2-TZVPD basis set

CARTESIAN COORDINATES (ANGSTROEM)
O: 0.19 -5.57 1.20
H: 0.94 -5.52 0.61
H: -0.57 -5.09 0.87
O: -2.90 -4.44 -1.62
H: -2.34 -4.42 -2.42
H: -3.29 -3.57 -1.60
O: -0.37 3.80 -2.21
H: -0.44 4.41 -2.95
H: -0.40 2.98 -2.70
O: 0.53 5.81 -0.72
H: 1.14 5.08 -0.86
H: -0.12 5.30 -0.23
O: 3.45 4.32 0.98
H: 2.62 3.84 1.17
H: 3.16 5.16 1.35
O: 2.31 -0.97 2.42
H: 3.23 -1.17 2.62
H: 1.94 -1.45 3.15
O: 2.25 0.04 4.86
H: 1.46 0.26 4.34
H: 2.17 0.71 5.55
O: -3.15 3.90 1.97
H: -3.52 3.14 1.52
H: -3.58 3.78 2.83
O: -0.82 0.17 -2.78
H: -1.08 -0.69 -3.11
H: -0.38 0.12 -1.95
O: -4.67 1.41 -1.78
H: -4.61 1.71 -2.69
H: -3.75 1.32 -1.51
O: 1.97 -2.39 -2.84
H: 2.67 -2.86 -3.30
H: 1.64 -2.98 -2.15
O: 1.83 -4.69 -1.06
H: 2.04 -4.22 -0.25
H: 2.55 -4.97 -1.63
O: -2.00 1.81 0.60
H: -2.12 0.93 1.02
H: -1.36 2.40 0.99
O: -1.53 -0.56 1.51
H: -0.89 -0.77 0.82
H: -1.14 -0.71 2.38
O: -0.40 -4.20 -3.05
H: 0.36 -4.27 -2.46
H: -0.10 -3.46 -3.59
O: 2.05 2.34 2.13
H: 2.41 2.38 3.02
H: 2.64 1.83 1.56

Output
HOMO-LUMO gap   9.91 eV

=====

*2*
Formula: H32O16
Source: the OMol25 dataset
Level of theory: ωB97M-V with the def2-TZVPD basis set

CARTESIAN COORDINATES (ANGSTROEM)
O: -1.10 3.59 -0.69
H: -0.86 2.90 -1.28
H: -1.69 4.18 -1.18
O: -0.02 0.02 -0.33
H: 0.16 0.80 0.17
H: -0.52 -0.60 0.27
O: 1.91 -1.74 0.56
H: 2.18 -1.12 1.23
H: 1.42 -1.13 0.03
O: -0.11 -3.87 -0.59
H: -0.11 -4.67 -0.08
H: 0.23 -3.24 0.01
O: 0.73 2.17 1.02
H: 1.60 1.82 1.27
H: 0.54 2.93 1.61
O: -2.37 1.05 -1.77
H: -1.44 0.92 -1.71
H: -2.53 0.63 -2.59
O: 2.69 0.94 -1.42
H: 3.26 1.48 -0.89
H: 3.30 0.88 -2.16
O: -0.74 -1.61 2.13
H: -0.91 -0.78 2.52
H: -0.49 -2.09 2.89
O: 1.68 0.02 2.56
H: 2.35 0.46 3.09
H: 1.12 -0.52 3.13
O: -2.30 -3.77 1.58
H: -2.89 -3.79 2.37
H: -1.87 -2.90 1.55
O: 1.91 4.26 -0.30
H: 2.79 4.21 0.10
H: 1.56 3.38 0.01
O: 1.60 -1.57 -2.35
H: 0.91 -1.37 -2.98
H: 1.77 -0.72 -1.97
O: -2.76 -0.91 0.06
H: -3.47 -1.50 -0.28
H: -2.61 -0.10 -0.47
O: -1.40 -1.92 -2.20
H: -0.80 -2.59 -1.95
H: -1.80 -1.59 -1.41
O: -1.16 1.00 2.62
H: -1.36 1.01 3.53
H: -0.26 1.26 2.57
O: 0.41 1.73 -2.68
H: 1.18 1.33 -2.20
H: 0.25 1.14 -3.41

Output
HOMO-LUMO gap   9.05 eV

=====

Most stable of them? *2*.

=====

*1*
Formula: C19H25N5S3Se2Te3V
Source: the OMol25 dataset
Level of theory: ωB97M-V with the def2-TZVPD basis set

CARTESIAN COORDINATES (ANGSTROEM)
V: -0.75 1.15 0.61
C: -3.82 5.61 0.16
S: -2.94 5.34 1.72
C: -2.38 3.67 1.46
S: -0.82 3.26 2.03
N: -3.26 2.90 0.88
N: -2.77 1.64 0.61
C: -3.64 0.70 0.50
C: -3.14 -0.64 0.25
C: -3.99 -1.73 0.04
C: -3.43 -2.97 -0.22
C: -2.05 -3.10 -0.24
C: -1.28 -1.97 -0.01
N: -1.80 -0.78 0.23
H: -4.20 6.63 0.19
H: -4.64 4.90 0.06
H: -3.14 5.49 -0.68
H: -4.70 0.90 0.61
H: -5.06 -1.58 0.06
H: -4.07 -3.82 -0.40
H: -1.58 -4.05 -0.43
H: -0.19 -2.02 -0.01
Se: -0.17 0.57 -2.17
Te: 0.89 0.33 -4.46
Te: -1.14 4.35 -3.11
Se: -0.02 2.88 -1.42
C: 4.19 -1.46 -2.90
C: 4.47 -0.74 -1.58
N: 3.27 -0.60 -0.78
C: 2.70 0.50 -0.23
S: 1.73 0.26 1.16
N: 2.90 1.72 -0.72
C: 3.15 2.12 -2.11
C: 4.39 2.99 -2.24
H: 5.12 -1.61 -3.45
H: 3.48 -0.89 -3.51
H: 3.75 -2.44 -2.71
H: 4.90 0.24 -1.75
H: 5.21 -1.30 -0.99
H: 2.91 -1.45 -0.37
H: 2.40 2.42 -0.19
H: 2.27 2.67 -2.44
H: 3.18 1.24 -2.75
H: 4.29 3.88 -1.63
H: 4.51 3.30 -3.28
H: 5.30 2.46 -1.93
Te: -1.00 0.02 3.51
C: -0.90 -2.09 3.31
C: -2.05 -2.88 3.23
C: -1.99 -4.26 3.11
C: -0.76 -4.90 3.05
C: 0.40 -4.14 3.11
C: 0.33 -2.76 3.24
H: -3.02 -2.39 3.28
H: -2.91 -4.83 3.05
H: -0.71 -5.98 2.94
H: 1.37 -4.62 3.05
H: 1.24 -2.17 3.27

Output
HOMO-LUMO gap (alpha / beta)   5.20 / 5.16 eV
Total charge   -2
Multiplicity   4

=====

*2*
Formula: C19H25N5S3Se2Te3V
Source: the OMol25 dataset
Level of theory: ωB97M-V with the def2-TZVPD basis set

CARTESIAN COORDINATES (ANGSTROEM)
V: 0.10 0.29 -0.46
C: -4.64 0.21 -2.76
S: -3.39 -1.04 -3.12
C: -2.18 -0.54 -1.90
S: -0.97 0.66 -2.37
N: -2.33 -1.11 -0.73
N: -1.37 -0.78 0.20
C: -1.60 -0.99 1.50
C: -0.61 -0.52 2.39
C: -0.75 -0.54 3.80
C: 0.23 0.03 4.57
C: 1.35 0.60 3.96
C: 1.43 0.58 2.57
N: 0.48 0.05 1.80
H: -5.46 0.08 -3.47
H: -4.21 1.21 -2.88
H: -5.01 0.09 -1.74
H: -2.53 -1.43 1.82
H: -1.63 -0.99 4.23
H: 0.12 0.06 5.65
H: 2.14 1.06 4.53
H: 2.28 1.00 2.05
Se: 1.95 -0.98 -0.84
Te: 4.25 0.11 -0.95
Te: 2.77 3.82 0.59
Se: 1.02 2.18 -0.28
C: -0.23 6.03 3.28
C: -0.60 4.56 3.48
N: -1.07 3.93 2.26
C: -2.27 3.38 2.06
S: -2.62 2.30 0.84
N: -3.26 3.72 2.99
C: -3.66 5.12 3.07
C: -4.75 5.28 4.12
H: 0.09 6.47 4.24
H: -1.07 6.61 2.89
H: 0.59 6.09 2.57
H: -1.36 4.43 4.24
H: 0.30 4.01 3.79
H: -0.38 3.77 1.53
H: -4.05 3.12 2.79
H: -4.03 5.47 2.10
H: -2.80 5.73 3.34
H: -5.63 4.68 3.86
H: -5.06 6.32 4.19
H: -4.39 4.95 5.10
Te: 0.50 -2.34 -2.31
C: 1.69 -4.04 -2.77
C: 1.00 -5.22 -3.09
C: 1.67 -6.32 -3.61
C: 3.04 -6.27 -3.80
C: 3.74 -5.12 -3.47
C: 3.07 -4.01 -2.96
H: -0.08 -5.26 -2.94
H: 1.11 -7.22 -3.85
H: 3.56 -7.13 -4.21
H: 4.81 -5.08 -3.61
H: 3.63 -3.12 -2.70

Output
HOMO-LUMO gap (alpha / beta)   4.50 / 4.97 eV
Total charge   -2
Multiplicity   4

=====

Most stable of them? *1*.

=====

*1*
Formula: C2H2N6
Source: the OMol25 dataset
Level of theory: ωB97M-V with the def2-TZVPD basis set

CARTESIAN COORDINATES (ANGSTROEM)
C: 0.84 0.52 0.39
C: -1.59 -0.15 -0.01
H: 1.99 2.21 0.04
H: -2.49 0.28 0.27
N: 1.74 1.53 0.90
N: 0.18 -0.61 1.30
N: -0.98 -0.93 1.00
N: -1.23 0.01 -1.31
N: 0.02 -0.47 -1.51
N: 0.98 -0.19 -0.74

Output
HOMO-LUMO gap   8.52 eV
SMILES   [H]/N=c1/nncnnn1

=====

*2*
Formula: C2H2N6
Source: the OMol25 dataset
Level of theory: ωB97M-V with the def2-TZVPD basis set

CARTESIAN COORDINATES (ANGSTROEM)
C: -0.83 -0.09 -0.75
C: 1.48 0.13 -0.24
H: -2.47 -0.11 -0.64
H: 2.61 0.08 -0.50
N: -1.85 0.23 -1.42
N: 0.56 -0.14 -1.02
N: 1.45 0.85 1.01
N: 0.41 0.65 1.63
N: -0.42 -0.61 1.46
N: -0.94 -0.98 0.46

Output
HOMO-LUMO gap   8.08 eV
SMILES   [H]/N=c1/ncnnnn1

=====

Most stable of them? *2*.

=====

*1*
Formula: C2H2N6
Source: the OMol25 dataset
Level of theory: ωB97M-V with the def2-TZVPD basis set

CARTESIAN COORDINATES (ANGSTROEM)
C: 0.57 -0.77 -0.27
C: -1.52 -0.19 -0.25
H: 2.09 -0.68 0.99
H: -2.65 -0.41 -0.14
N: 1.30 -1.12 0.82
N: -0.64 -1.03 -0.74
N: -0.98 0.69 0.59
N: 0.02 1.47 0.65
N: 0.77 1.62 -0.61
N: 1.06 0.43 -1.04

Output
HOMO-LUMO gap   7.64 eV
SMILES   [H]/N=c1/ncnnnn1

=====

*2*
Formula: C2H2N6
Source: the OMol25 dataset
Level of theory: ωB97M-V with the def2-TZVPD basis set

CARTESIAN COORDINATES (ANGSTROEM)
C: -0.66 0.07 -0.82
C: 0.40 -0.61 1.39
H: -2.29 -0.73 -1.29
H: 0.25 -1.11 2.37
N: -1.87 0.20 -1.08
N: 0.10 -1.16 -0.79
N: 0.58 -1.49 0.30
N: 0.53 0.66 1.41
N: 0.91 1.36 0.28
N: 0.27 1.16 -0.76

Output
HOMO-LUMO gap   8.74 eV
SMILES   [H]/N=c1\nncnnn1

=====

Most stable of them? *2*.

=====

*1*
Formula: CH2ClNO2
Source: the OMol25 dataset
Level of theory: ωB97M-V with the def2-TZVPD basis set

CARTESIAN COORDINATES (ANGSTROEM)
C: -0.25 0.53 1.04
N: -0.10 -0.70 -1.08
O: -1.41 0.85 1.08
O: 0.54 -0.16 0.05
Cl: 0.88 1.14 2.23
H: 0.34 -1.61 -1.38
H: 0.00 -0.05 -1.94

Output
HOMO-LUMO gap   11.09 eV
SMILES   NOC(=O)Cl

=====

*2*
Formula: CH2ClNO2
Source: the OMol25 dataset
Level of theory: ωB97M-V with the def2-TZVPD basis set

CARTESIAN COORDINATES (ANGSTROEM)
C: -0.16 -1.50 0.55
N: 1.06 -0.75 1.50
O: 2.10 -0.60 0.85
O: 0.72 -0.56 2.60
Cl: -1.67 -0.72 0.59
H: 0.42 -1.61 -0.37
H: -0.24 -2.60 0.98

Output
HOMO-LUMO gap   10.95 eV
SMILES   O=[N+]([O-])CCl

=====

Most stable of them? *1*.